(1)
{"formula": "C44H48Co2O7PSi", "method": "ωB97M-V with the def2-TZVPD basis set", "elements": ["C", "C", "C", "C", "O", "C", "C", "O", "Si", "C", "C", "C", "C", "C", "C", "H", "H", "H", "H", "H", "H", "H", "H", "H", "H", "H", "H", "H", "H", "H", "H", "H", "H", "H", "H", "H", "H", "H", "H", "H", "H", "O", "C", "Co", "C", "O", "C", "O", "C", "C", "C", "C", "C", "C", "C", "C", "C", "Co", "C", "O", "C", "O", "P", "C", "C", "C", "C", "C", "C", "C", "C", "C", "C", "C", "C", "C", "C", "C", "C", "C", "C", "H", "H", "H", "H", "H", "H", "H", "H", "H", "H", "H", "H", "H", "H", "H", "H", "H", "H", "H", "H", "H", "H"], "xyz": [[-5.7358, -1.8684, 5.5610], [-4.4415, -2.5305, 6.0238], [-3.4491, -1.5519, 6.6509], [-2.1315, -2.2259, 7.0497], [-1.6973, -3.1502, 6.0689], [-0.4130, -3.6441, 6.3284], [-0.1691, -4.9344, 6.0139], [0.5622, -2.8473, 6.8891], [2.0675, -2.6725, 6.1376], [2.0533, -3.4025, 4.4075], [2.3577, -0.8353, 5.9213], [3.4207, -3.4623, 7.2475], [4.0366, -4.6577, 6.5251], [2.7246, -3.8991, 8.5274], [4.4933, -2.4159, 7.5388], [-6.4049, -2.5651, 5.0460], [-6.2937, -1.4513, 6.4034], [-5.5355, -1.0471, 4.8684], [-4.6618, -3.3404, 6.7308], [-3.9484, -3.0225, 5.1755], [-3.2396, -0.7531, 5.9283], [-3.9054, -1.0514, 7.5153], [-1.3266, -1.5032, 7.2271], [-2.2486, -2.7963, 7.9783], [0.7716, -5.3953, 6.2262], [-0.9472, -5.5336, 5.5888], [2.9666, -3.1355, 3.8842], [1.9809, -4.4853, 4.4441], [1.2034, -3.0169, 3.8509], [3.2826, -0.6581, 5.3785], [1.5355, -0.4012, 5.3612], [2.4118, -0.3475, 6.8889], [4.5134, -4.3490, 5.5929], [4.7976, -5.1351, 7.1452], [3.2807, -5.4069, 6.2894], [2.2450, -3.0512, 9.0127], [1.9524, -4.6356, 8.3149], [3.4306, -4.3408, 9.2293], [4.0682, -1.5516, 8.0494], [5.2763, -2.8284, 8.1777], [4.9631, -2.0702, 6.6160], [3.5627, 3.7867, -0.9172], [2.6057, 3.5085, -1.4704], [1.1064, 2.9811, -2.3578], [-0.2907, 2.6460, -1.2453], [-1.1824, 2.4193, -0.5752], [0.3156, 4.2232, -3.3964], [-0.2195, 4.9830, -4.0533], [1.7318, 1.7969, -3.9065], [1.2847, 0.9831, -2.7879], [2.2758, 0.6107, -1.7480], [1.8975, 0.3082, -0.4509], [2.8020, 0.4361, 0.6434], [2.3621, 0.3062, 1.9311], [1.0317, 0.0190, 2.1984], [0.1319, -0.1429, 1.1597], [0.5457, -0.0059, -0.1376], [0.0918, 0.7409, -4.4488], [-1.0734, -0.0809, -3.3462], [-1.8060, -0.5540, -2.6140], [0.9262, -0.5550, -5.3317], [1.4703, -1.3721, -5.9122], [-0.9472, 2.1424, -5.9266], [-2.3275, 3.0339, -5.1871], [-3.1136, 3.8356, -5.9849], [-4.1539, 4.5531, -5.4245], [-4.4033, 4.4640, -4.0696], [-3.6197, 3.6496, -3.2752], [-2.5865, 2.9278, -3.8383], [0.3321, 3.1919, -6.6510], [0.1704, 4.5565, -6.7507], [1.1863, 5.3391, -7.2679], [2.3538, 4.7469, -7.7016], [2.5133, 3.3802, -7.6039], [1.4994, 2.6006, -7.0753], [-1.5395, 0.9358, -7.1242], [-1.1048, 0.9867, -8.4309], [-1.5541, 0.0532, -9.3442], [-2.4416, -0.9271, -8.9436], [-2.8723, -0.9766, -7.6335], [-2.4188, -0.0411, -6.7201], [2.6063, 1.3739, -4.4040], [3.3122, 0.8313, -1.9438], [3.8232, 0.7241, 0.4451], [3.0446, 0.4791, 2.7487], [0.6919, -0.0623, 3.2181], [-0.9058, -0.3441, 1.3680], [-0.1681, -0.1105, -0.9377], [-2.9051, 3.9004, -7.0422], [-4.7643, 5.1904, -6.0438], [-5.2055, 5.0332, -3.6300], [-3.8008, 3.5880, -2.2147], [-1.9723, 2.2929, -3.2182], [-0.7266, 5.0120, -6.3634], [1.0739, 6.4103, -7.3115], [3.1446, 5.3541, -8.1175], [3.4365, 2.9223, -7.9160], [1.6242, 1.5324, -6.9746], [-0.4047, 1.7512, -8.7289], [-1.2058, 0.0832, -10.3632], [-2.7972, -1.6532, -9.6570], [-3.5538, -1.7496, -7.3188], [-2.7367, -0.0783, -5.6890]], "forces_ev_per_angstrom": [[-0.082, 0.068, 0.032], [0.057, -0.297, -0.169], [0.215, -0.087, -0.459], [-0.149, 0.422, 0.848], [2.007, 0.184, 0.009], [-0.085, -1.595, -0.266], [-0.629, 1.232, 0.516], [-1.441, -0.095, -0.756], [0.582, 0.322, -0.822], [-0.116, -0.115, 0.631], [-0.224, -0.413, 0.358], [-0.566, 0.269, -0.407], [0.011, 0.059, 0.033], [0.099, -0.067, 0.101], [-0.025, -0.033, 0.006], [0.168, -0.006, 0.091], [0.036, 0.011, 0.018], [0.054, -0.029, 0.017], [-0.019, 0.114, 0.015], [-0.133, 0.153, 0.116], [0.010, -0.112, 0.002], [0.243, -0.191, 0.025], [-0.322, 0.102, -0.021], [-0.193, 0.079, 0.143], [0.413, -0.022, -0.012], [-0.278, -0.141, -0.113], [0.150, 0.143, -0.090], [-0.009, -0.079, -0.190], [-0.079, 0.051, -0.157], [0.105, 0.050, -0.041], [-0.112, 0.097, -0.117], [0.047, 0.272, 0.127], [-0.002, -0.074, -0.026], [0.079, -0.045, 0.104], [0.008, -0.096, -0.053], [-0.075, 0.038, 0.150], [-0.111, -0.087, 0.072], [0.172, -0.079, 0.139], [0.068, 0.058, 0.017], [0.081, -0.089, 0.067], [0.055, 0.056, 0.030], [0.511, 0.317, 0.328], [-0.328, -0.324, -0.323], [-0.522, -0.094, -0.168], [0.874, 1.042, -0.324], [-0.464, -0.251, 0.143], [0.557, -1.207, 0.485], [-0.176, 0.737, 0.015], [-1.137, -2.110, 1.020], [3.229, -0.228, -0.618], [-2.925, 2.110, -4.240], [-0.900, -0.889, 3.197], [-0.492, 0.054, -1.424], [-0.249, -0.040, 0.611], [0.083, -0.021, 0.309], [0.012, -0.064, 0.202], [0.860, -0.086, -0.432], [0.663, -0.228, 2.400], [0.415, 1.120, -2.173], [-0.747, -0.810, 1.231], [-0.846, 1.514, 0.406], [0.667, -1.085, -0.608], [1.876, -2.449, 2.886], [0.282, 0.084, -1.133], [-0.465, 0.389, -0.080], [-0.138, 0.184, -0.315], [-0.073, 0.067, 0.113], [-0.074, 0.027, 0.074], [-0.004, -0.133, 0.516], [-1.432, 0.168, -0.346], [-0.041, 0.431, -0.094], [-0.063, 0.172, 0.070], [0.210, 0.296, -0.168], [-0.065, -0.298, 0.049], [0.666, -0.304, -0.267], [-0.097, 1.411, -0.377], [0.090, -0.031, -0.457], [0.095, -0.139, -0.095], [-0.012, -0.118, -0.348], [-0.043, 0.071, 0.315], [-0.517, -0.505, 0.125], [0.493, 1.153, 0.092], [0.312, 0.043, -0.181], [0.178, -0.016, -0.083], [0.137, -0.058, 0.159], [-0.052, -0.007, 0.203], [-0.195, -0.081, 0.050], [0.040, 0.001, -0.092], [-0.043, 0.056, -0.176], [-0.127, 0.106, -0.115], [-0.168, 0.118, 0.070], [-0.033, -0.064, 0.182], [0.143, -0.058, -0.110], [-0.091, 0.111, -0.153], [-0.048, 0.180, -0.038], [0.105, 0.071, 0.004], [0.160, -0.131, -0.091], [0.030, -0.070, 0.062], [0.035, 0.116, -0.129], [0.054, 0.020, -0.211], [-0.047, -0.143, -0.109], [-0.135, -0.122, 0.077], [-0.038, -0.032, 0.114]], "spin_multiplicity": 1, "total_charge": -1}

***

(2)
{"formula": "C13H19N", "method": "ωB97M-V with the def2-TZVPD basis set", "elements": ["C", "C", "C", "N", "C", "C", "C", "C", "C", "C", "H", "H", "H", "H", "H", "H", "H", "H", "H", "C", "C", "C", "C", "H", "H", "H", "H", "H", "H", "H", "H", "H", "H"], "xyz": [[0.0575, 3.0202, -2.4371], [-0.8047, 2.0945, -1.6506], [-1.3024, 0.8495, -1.9710], [-1.9812, 0.2966, -0.9035], [-2.0377, 1.2449, 0.1378], [-2.7746, 1.1649, 1.2612], [-2.5009, 2.1752, 2.1896], [-1.6719, 3.3341, 1.9392], [-1.2394, 3.5097, 0.6216], [-1.2872, 2.3887, -0.2859], [-0.2108, 4.1000, -2.1597], [-0.2034, 2.9014, -3.5128], [1.1764, 2.7825, -2.2971], [-1.2394, 0.4764, -2.9165], [-2.7126, -0.3016, -1.1318], [-3.3886, 0.3019, 1.5540], [-2.9660, 2.1338, 3.0795], [-1.5262, 4.0721, 2.6871], [-0.5593, 4.3210, 0.3083], [3.1693, -2.1487, 0.5892], [1.7311, -2.5979, 0.4108], [1.5217, -3.3053, -0.8938], [1.2566, -3.4864, 1.5295], [3.7640, -2.5345, -0.2529], [3.5993, -2.4568, 1.5354], [3.1306, -1.0808, 0.4543], [1.0886, -1.7576, 0.3213], [2.3040, -4.0659, -1.2367], [0.7105, -3.8588, -0.7850], [1.3895, -2.4522, -1.7716], [1.6005, -3.0493, 2.6171], [0.1803, -3.5717, 1.5799], [1.7263, -4.5001, 1.3902]], "forces_ev_per_angstrom": [[0.414, 0.614, -0.491], [-0.786, -0.277, 1.534], [0.715, 3.044, 2.411], [1.123, 1.449, -0.001], [0.852, -0.135, -3.510], [0.162, 0.502, 2.750], [1.514, 1.170, -2.565], [-1.597, -1.968, -2.119], [2.038, -1.317, -0.593], [-0.772, -0.203, 0.842], [0.762, -1.478, -0.358], [0.459, 0.162, 0.557], [-1.669, 0.681, -0.166], [0.073, -1.666, -2.148], [-1.389, -1.265, 0.144], [0.253, 0.476, -0.329], [-1.481, -0.211, 3.127], [0.053, 0.482, 0.512], [-0.699, -0.090, 0.408], [-0.038, 0.077, -1.014], [0.571, -0.864, 0.160], [3.630, 2.878, -3.543], [1.503, 0.084, 2.876], [0.101, 0.027, 0.481], [0.118, 0.195, 0.093], [0.663, 0.565, 0.397], [-0.570, 1.017, 0.409], [-0.530, 1.290, 0.648], [-4.198, -2.243, -0.173], [0.296, -2.469, 1.948], [-0.773, -1.132, -2.600], [-0.289, -0.192, -0.128], [-0.508, 0.797, 0.437]], "smiles": "Cc1c[nH]c2ccccc12.CC(C)C", "spin_multiplicity": 1}

***

(3)
{"formula": "C2H2F2O2P", "method": "ωB97M-V with the def2-TZVPD basis set", "elements": ["C", "C", "O", "O", "F", "F", "P", "H", "H"], "xyz": [[2.3504, -1.6002, 0.3143], [-1.9950, -1.0392, -0.2266], [2.8229, -0.7626, 0.8890], [1.9056, -2.4262, -0.3783], [-1.4758, -2.2946, -0.6176], [-2.0583, -1.3054, 1.2178], [-0.5362, 0.0920, -0.6547], [0.1202, 0.5284, 0.4914], [-1.1400, 1.3716, -0.6945]], "forces_ev_per_angstrom": [[-2.161, -3.447, -3.596], [-0.083, 0.000, 0.745], [1.957, 3.321, 2.858], [0.230, 0.091, 0.725], [0.117, -0.547, -0.455], [0.100, 0.716, -0.453], [-0.292, 0.142, -0.676], [0.501, -0.152, 0.972], [-0.369, -0.124, -0.121]], "spin_multiplicity": 1, "total_charge": -1}

***

(4)
{"formula": "C8H14ClCuN2O4", "method": "ωB97M-V with the def2-TZVPD basis set", "elements": ["Cu", "Cl", "O", "O", "O", "O", "C", "C", "C", "C", "N", "H", "H", "H", "H", "H", "H", "H", "C", "C", "C", "C", "N", "H", "H", "H", "H", "H", "H", "H"], "xyz": [[2.0012, 1.6199, -2.2532], [-0.7057, 0.6967, -1.0971], [0.5821, 0.2642, -1.5172], [-1.7248, 0.2206, -2.0238], [-1.0069, 0.1254, 0.2007], [-0.9055, 2.0626, -1.1374], [0.1416, 3.8253, 1.9678], [-0.0182, 2.2594, 1.7365], [1.0703, 1.4761, 0.9291], [2.3751, 1.5523, 1.6455], [3.3694, 1.6106, 2.2372], [0.3074, 4.3559, 1.0302], [0.9462, 3.9298, 2.6957], [-0.8364, 4.1338, 2.3372], [-0.8917, 2.1536, 1.0931], [-0.0417, 1.7210, 2.6840], [1.2162, 1.8258, -0.0929], [0.8276, 0.4166, 0.8473], [-0.6539, -2.3056, 0.6268], [-0.7053, -2.2421, -0.9497], [-0.5000, -3.6765, -1.6069], [-0.1856, -3.6372, -3.0661], [0.0221, -3.5953, -4.1952], [-1.3075, -3.0351, 1.1052], [-0.9821, -1.3846, 1.1084], [0.4067, -2.5003, 0.7861], [0.0609, -1.5126, -1.2121], [-1.6112, -1.8645, -1.4241], [-1.4064, -4.2769, -1.5291], [0.1558, -4.2190, -0.9260]], "forces_ev_per_angstrom": [[-0.836, -0.622, 0.392], [-9.018, -2.966, -0.726], [4.217, 0.489, -1.616], [1.568, -0.572, 0.109], [0.483, 1.862, -1.677], [1.825, 4.426, 0.562], [0.065, -2.343, -0.142], [0.453, 0.829, -1.316], [1.676, 0.860, 1.826], [0.579, 0.152, 0.186], [-0.968, -0.044, -0.646], [0.288, -0.043, 0.070], [-0.120, 0.704, -0.090], [0.281, 0.248, 0.330], [-0.196, -0.239, 0.965], [-0.651, 0.201, 0.030], [0.103, 0.529, 0.374], [0.168, 0.391, 0.392], [-0.500, -0.588, -0.937], [-0.665, -1.283, 0.217], [-0.254, 0.974, 0.528], [0.335, -0.119, 1.281], [-0.011, 0.052, 0.068], [0.299, -0.707, -0.366], [0.564, -0.772, -0.191], [-0.065, -0.171, 0.814], [0.025, -1.392, -0.300], [-0.096, 0.008, 0.678], [-0.369, 0.319, 0.011], [0.824, -0.183, -0.828]], "spin_multiplicity": 1}

***

(5)
{"formula": "C5H9N3", "method": "ωB97M-V with the def2-TZVPD basis set", "elements": ["C", "C", "C", "C", "C", "N", "N", "N", "H", "H", "H", "H", "H", "H", "H", "H", "H"], "xyz": [[-0.2390, -1.1681, 2.0434], [0.0791, 0.1282, 2.3570], [-0.5186, -1.2320, 0.6481], [-0.4397, 0.0655, 0.2356], [0.8983, 1.7262, -2.0895], [-0.0077, 0.8775, 1.2223], [-0.8052, -2.3706, -0.0916], [-0.2446, 0.8843, -2.1450], [-0.2489, -2.0111, 2.7065], [0.3393, 0.5680, 3.3003], [1.7947, 1.2717, -1.6414], [1.1666, 2.0109, -3.1196], [0.6441, 2.6414, -1.5514], [0.1079, 1.8730, 1.1481], [-1.1914, -2.1560, -1.0007], [-1.3590, -3.0528, 0.4120], [0.0241, -0.0560, -2.4340]], "forces_ev_per_angstrom": [[0.114, 0.030, -0.090], [0.091, -0.180, 0.339], [-0.265, 0.448, 0.214], [0.171, 0.674, -3.566], [0.797, 0.175, 0.317], [0.208, 0.479, -0.004], [0.046, -0.404, -0.258], [-1.103, -1.377, 2.720], [0.030, -0.107, 0.229], [-0.017, 0.089, 0.123], [-0.124, 0.157, -0.064], [-0.107, 0.014, 0.036], [0.121, 0.036, -0.083], [-0.060, -0.111, 0.045], [-0.078, -0.126, 0.160], [0.028, 0.185, -0.212], [0.149, 0.017, 0.095]], "spin_multiplicity": 1}

***

(6)
{"formula": "C6H12O", "method": "ωB97M-V with the def2-TZVPD basis set", "elements": ["C", "C", "C", "C", "C", "O", "C", "H", "H", "H", "H", "H", "H", "H", "H", "H", "H", "H", "H"], "xyz": [[-0.2667, 0.7977, -2.3946], [-0.7742, 0.8714, -0.9628], [-0.5088, -0.3534, -0.0807], [-0.2996, -0.0757, 1.3450], [0.9580, -0.8256, 1.1189], [0.7565, -1.7764, 2.1048], [-0.5432, -1.2195, 2.3517], [0.8197, 0.7118, -2.3932], [-0.6649, -0.0791, -2.9146], [-0.5416, 1.6820, -2.9797], [-1.8733, 1.0145, -1.0105], [-0.3930, 1.7715, -0.4645], [2.0650, 0.8017, -0.7051], [-0.9305, -1.2687, -0.4660], [-0.2914, 0.9436, 1.7211], [2.6264, 0.9645, -0.2461], [1.7858, -1.0803, 0.4941], [-1.2684, -1.9971, 2.1049], [-0.6559, -0.8827, 3.3771]], "forces_ev_per_angstrom": [[0.163, -0.075, -0.092], [0.229, -0.142, 0.080], [-0.086, -0.246, 0.129], [0.120, 0.101, 0.274], [0.284, -0.234, -0.362], [-0.236, -0.709, -0.661], [-0.367, -0.014, 0.274], [0.029, 0.002, -0.171], [0.018, 0.056, 0.086], [0.012, -0.095, 0.144], [0.307, -0.164, 0.225], [0.073, -0.128, -0.150], [0.073, 0.063, -0.003], [-0.425, -0.190, 0.568], [-0.374, 0.076, -0.143], [-0.006, 0.057, -0.032], [0.498, 1.200, -0.271], [-0.327, 0.536, -0.114], [0.014, -0.096, 0.219]], "spin_multiplicity": 1}

***

For each record above, in turn, the calculated relative energy (zero: lowest compared OMol25 entry of this formula, charge and spin) values are 0.0; 52.3; 41.6; 55.4; 119.4; 131.4 kcal per mole.
For each record above, in turn, the calculated frontier orbital gap values are 5.06; 8.57; 5.48; 7.13; 6.76; 8.22 eV.